1.
A single C2H3N3O6 molecule in a non-equilibrium geometry. Source: the Open Molecules 2025 dataset; level of theory: ωB97M-V with the def2-TZVPD basis set.

Geometry as ORCA input:
```
! wB97M-V def2-TZVPD RIJCOSX def2/J DEFGRID3
* xyz 0 3
C -0.85 0.99 -0.82
C 1.15 2.27 -0.41
N -0.92 -1.69 0.89
N -0.60 -1.31 -0.22
N -0.31 -2.73 1.63
O -1.44 -0.24 -0.61
O 0.16 -3.65 1.03
O -1.43 1.79 -1.50
O 0.27 -1.57 -0.95
O -0.38 -2.58 2.80
O 0.39 1.07 -0.26
H 1.85 1.92 -1.11
H 1.60 2.79 0.49
H 0.50 2.93 -0.95
*
```

The value obtained for the gap between HOMO and LUMO (spin up / spin down) is 7.668 / 6.516 eV. The calculation puts the lowest unoccupied orbital energy (spin up / spin down) at -0.16 / -5.03 eV. As for the relative energy (zero: lowest compared OMol25 entry of this formula, charge and spin): 97.8 kJ/mol. Its expectation value of S² is 2.025.


2.
2 unconnected molecules or ions with the total composition C5H8ClNO in a non-equilibrium geometry. Source: the Open Molecules 2025 dataset; level of theory: ωB97M-V with the def2-TZVPD basis set.

Geometry as ORCA input:
```
! wB97M-V def2-TZVPD RIJCOSX def2/J DEFGRID3
* xyz 0 1
C 1.67 -1.05 0.18
C 0.77 0.01 0.31
C -1.48 1.07 -1.41
C 1.21 1.49 0.32
C -1.38 -1.19 0.71
N -0.49 -0.12 0.63
O -2.10 2.10 -1.50
Cl -1.08 -0.15 -2.58
H 1.12 -2.02 0.17
H 2.76 -1.10 0.02
H 0.37 2.12 -0.10
H 2.12 1.48 -0.17
H 1.47 1.80 1.35
H -2.00 -1.22 -0.25
H -0.88 -2.14 0.86
H -2.09 -1.08 1.48
*
```

The value obtained for the gap between HOMO and LUMO (spin up / spin down) is 7.337 / 7.911 eV. The calculation puts the lowest unoccupied orbital energy (spin up / spin down) at -0.97 / -0.79 eV. As for the relative energy (zero: lowest compared OMol25 entry of this formula, charge and spin): 489.0 kJ/mol.


3.
A single C26H27N3O5 molecule. Source: the Open Molecules 2025 dataset; level of theory: ωB97M-V with the def2-TZVPD basis set.

Geometry as ORCA input:
```
! wB97M-V def2-TZVPD RIJCOSX def2/J DEFGRID3
* xyz 0 1
C 2.04 -3.32 3.56
C 2.98 -2.20 3.14
C 3.85 -2.63 1.95
O 3.10 -2.85 0.78
C 2.71 -1.79 0.02
C 1.94 -2.12 -1.10
C 1.48 -1.14 -1.96
C 1.80 0.20 -1.74
N 1.34 1.21 -2.60
C 1.34 2.60 -2.21
C 0.41 3.29 -3.21
C -1.08 3.34 -2.85
O -1.79 4.20 -3.31
N -1.49 2.32 -2.05
C -2.75 2.06 -1.55
C -3.89 2.73 -2.00
C -5.13 2.45 -1.48
C -5.27 1.50 -0.48
C -4.16 0.81 -0.03
C -2.89 1.05 -0.56
C -1.70 0.31 -0.06
O -0.57 0.78 -0.10
N -1.93 -0.93 0.40
C -0.88 -1.72 1.02
C -0.88 -1.54 2.50
C -0.39 -0.54 3.29
C -0.72 -0.89 4.62
C -1.38 -2.07 4.55
O -1.49 -2.47 3.27
C 0.56 2.40 -4.45
C 0.92 1.03 -3.89
O 0.86 -0.01 -4.50
C 2.57 0.52 -0.63
C 3.01 -0.46 0.25
H 1.42 -3.63 2.72
H 2.61 -4.19 3.90
H 1.39 -2.99 4.37
H 2.39 -1.33 2.86
H 3.63 -1.93 3.97
H 4.31 -3.60 2.17
H 4.65 -1.90 1.77
H 1.70 -3.15 -1.28
H 0.89 -1.42 -2.82
H 2.35 3.02 -2.29
H 1.00 2.71 -1.17
H 0.71 4.32 -3.42
H -0.77 1.74 -1.61
H -3.77 3.49 -2.76
H -5.99 2.99 -1.84
H -6.24 1.30 -0.05
H -4.28 0.10 0.77
H -2.87 -1.29 0.45
H 0.07 -1.36 0.60
H -1.02 -2.77 0.77
H 0.14 0.33 2.95
H -0.48 -0.33 5.51
H -1.81 -2.70 5.30
H 1.39 2.73 -5.09
H -0.33 2.34 -5.07
H 2.83 1.55 -0.42
H 3.60 -0.15 1.10
*
```

The value obtained for the gap between HOMO and LUMO is 8.421 eV. Its SMILES is CCCOc1ccc(N2C[C@H](C(=O)Nc3ccccc3C(=O)NCc3ccco3)CC2=O)cc1. The calculation puts the lowest unoccupied orbital energy at 0.52 eV. As for the relative energy (zero: lowest compared OMol25 entry of this formula, charge and spin): 19.2 kJ/mol.


4.
A molecular structure, C3H9AlN. Source: the Open Molecules 2025 dataset; level of theory: ωB97M-V with the def2-TZVPD basis set.

Geometry as ORCA input:
```
! wB97M-V def2-TZVPD RIJCOSX def2/J DEFGRID3
* xyz -1 1
C -0.29 -1.37 -0.02
C -0.56 0.13 0.01
C -2.05 0.50 -0.11
N 0.29 1.04 0.10
Al 2.19 0.80 0.14
H 0.39 -1.65 0.78
H 0.20 -1.64 -0.95
H -1.21 -1.95 0.07
H -2.23 1.40 0.47
H -2.28 0.72 -1.15
H -2.72 -0.29 0.22
H 2.84 1.96 -0.82
H 2.74 1.00 1.67
H 2.68 -0.65 -0.41
*
```

The value obtained for the gap between HOMO and LUMO is 7.649 eV. The calculation puts the lowest unoccupied orbital energy at 3.86 eV. As for the relative energy (zero: lowest compared OMol25 entry of this formula, charge and spin): 3.2 kJ/mol.


5.
2 unconnected molecules or ions with the total composition C30H35N4 in a non-equilibrium geometry. Source: the Open Molecules 2025 dataset; level of theory: ωB97M-V with the def2-TZVPD basis set.

Geometry as ORCA input:
```
! wB97M-V def2-TZVPD RIJCOSX def2/J DEFGRID3
* xyz 1 1
C 4.00 -2.85 1.79
C 5.16 -1.92 1.45
N 4.83 -0.55 1.74
C 5.80 0.52 1.91
C 4.93 1.77 2.19
C 3.52 1.28 2.12
C 2.30 1.88 2.32
C 1.09 1.11 2.15
C -0.15 1.70 2.47
C -1.41 1.05 2.46
C -2.58 1.85 2.21
C -3.80 1.24 2.00
C -3.88 -0.16 2.09
N -5.15 -0.59 1.94
C -5.54 -1.95 2.19
C -4.39 -2.90 1.86
C -3.03 -2.47 2.43
C -2.79 -1.00 2.40
C -1.58 -0.36 2.66
C -6.08 0.52 1.83
C -5.17 1.76 1.72
C 1.20 -0.24 1.66
C 2.42 -0.89 1.60
C 3.56 -0.09 1.81
C 2.63 -2.34 1.32
H 4.19 -3.83 1.36
H 3.96 -2.97 2.88
H 6.05 -2.19 2.03
H 5.42 -2.03 0.38
H 6.48 0.30 2.74
H 6.41 0.64 1.00
H 5.17 2.20 3.17
H 5.13 2.54 1.43
H 2.23 2.92 2.62
H -0.16 2.78 2.60
H -2.48 2.93 2.14
H -5.83 -2.08 3.25
H -6.42 -2.17 1.58
H -4.64 -3.90 2.24
H -4.30 -2.97 0.77
H -2.92 -2.84 3.46
H -2.24 -2.97 1.85
H -0.75 -0.97 3.02
H -6.72 0.40 0.94
H -6.73 0.58 2.71
H -5.46 2.54 2.44
H -5.24 2.19 0.72
H 0.32 -0.78 1.33
H 2.51 -2.54 0.24
H 1.84 -2.91 1.83
C 1.71 6.51 8.32
N 1.68 5.07 8.15
C 2.35 4.33 9.20
C 1.18 4.47 7.04
C 1.42 3.10 6.75
C 1.01 2.58 5.52
N 0.36 3.29 4.59
C 0.07 4.57 4.88
C 0.42 5.20 6.08
H 1.48 7.02 7.39
H 1.00 6.83 9.10
H 2.71 6.82 8.65
H 2.04 3.28 9.20
H 3.44 4.39 9.10
H 2.08 4.77 10.18
H 1.97 2.45 7.43
H 1.23 1.54 5.27
H -0.47 5.14 4.11
H 0.12 6.23 6.24
*
```

The value obtained for the gap between HOMO and LUMO is 6.014 eV. The calculation puts the lowest unoccupied orbital energy at -3.48 eV. As for the relative energy (zero: lowest compared OMol25 entry of this formula, charge and spin): 0.0 kJ/mol.


6.
A single C8H7Cl3N2O molecule. Source: the Open Molecules 2025 dataset; level of theory: ωB97M-V with the def2-TZVPD basis set.

Geometry as ORCA input:
```
! wB97M-V def2-TZVPD RIJCOSX def2/J DEFGRID3
* xyz 0 1
O -2.21 0.07 -1.80
C -2.20 -0.22 -0.63
N -1.26 -0.93 0.00
C -0.03 -1.33 -0.65
C 1.11 -0.46 -0.21
C 1.11 0.90 -0.49
C 2.16 1.68 -0.05
C 3.19 1.06 0.66
N 3.20 -0.23 0.92
C 2.19 -0.97 0.50
C -3.35 0.22 0.31
Cl -2.66 1.33 1.53
Cl -4.61 1.05 -0.59
Cl -4.04 -1.19 1.15
H -1.33 -1.07 1.00
H 0.17 -2.38 -0.41
H -0.20 -1.23 -1.73
H 0.29 1.34 -1.04
H 2.19 2.74 -0.25
H 4.03 1.63 1.03
H 2.25 -2.02 0.75
*
```

The value obtained for the gap between HOMO and LUMO is 10.261 eV. Its SMILES is O=C(NCc1cccnc1)C(Cl)(Cl)Cl. The calculation puts the lowest unoccupied orbital energy at 0.44 eV.


7.
A single C5H8N2 molecule in a non-equilibrium geometry. Source: the Open Molecules 2025 dataset; level of theory: ωB97M-V with the def2-TZVPD basis set.

Geometry as ORCA input:
```
! wB97M-V def2-TZVPD RIJCOSX def2/J DEFGRID3
* xyz 0 1
C 2.37 -0.41 0.33
C 0.94 0.17 -0.02
C -0.27 -0.67 -0.38
C -1.38 0.07 -0.15
N -2.72 -0.17 -0.47
C -0.90 1.32 0.46
N 0.38 1.37 0.62
H 2.45 -0.85 1.32
H 2.65 -1.17 -0.42
H 3.17 0.36 0.24
H 1.38 0.56 -0.93
H -0.23 -1.67 -0.81
H -3.39 0.08 0.26
H -2.90 -1.12 -0.78
H -1.56 2.14 0.74
*
```

The value obtained for the gap between HOMO and LUMO is 9.324 eV. Its SMILES is C[C@H]1C=C(N)C=N1. The calculation puts the lowest unoccupied orbital energy at 0.89 eV. As for the relative energy (zero: lowest compared OMol25 entry of this formula, charge and spin): 130.8 kJ/mol.